{
  "formula": "C28H29IrN6O2S",
  "method": "ωB97M-V/def2-TZVPD",
  "de_lowest_ev": 0.0206,
  "max_force_ev_per_a": 0.3,
  "gap_ev": [7.2, 4.6],
  "s2": 8.8044,
  "multiplicity": 6,
  "homo_ev": [-16.04, -16.02],
  "total_charge": 3,
  "elements": ["Ir", "O", "S", "O", "N", "C", "C", "C", "C", "C", "C", "C", "C", "N", "C", "C", "C", "C", "C", "C", "C", "H", "H", "H", "H", "H", "H", "H", "H", "H", "H", "H", "N", "C", "C", "N", "C", "C", "N", "H", "H", "H", "H", "H", "C", "N", "C", "C", "C", "C", "C", "C", "C", "C", "H", "H", "H", "H", "H", "H", "H", "H", "H", "H", "H", "H", "H"],
  "positions_angstrom": [[0.20770, 0.91432, 0.01827], [-2.90533, -1.00951, -1.28928], [-1.61865, -1.42832, -0.84677], [-0.42542, -0.97923, -1.55926], [-1.26015, -0.64623, 0.59829], [-2.01394, -0.51332, 1.67395], [-3.15586, -1.28256, 2.01895], [-3.79999, -1.05608, 3.21741], [-3.35735, -0.07958, 4.10552], [-2.23421, 0.74585, 3.79356], [-1.76007, 1.76773, 4.63838], [-0.68464, 2.52113, 4.23484], [-0.10557, 2.26682, 2.98838], [-0.54132, 1.31155, 2.17702], [-1.57611, 0.54468, 2.57879], [-1.57311, -3.13761, -0.57628], [-0.40289, -3.73745, -0.11064], [-0.39942, -5.10215, 0.09697], [-1.54490, -5.84953, -0.17133], [-2.69925, -5.24033, -0.64046], [-2.72675, -3.86826, -0.84597], [-3.50433, -2.05436, 1.34652], [-4.66272, -1.65372, 3.47913], [-3.87143, 0.06594, 5.04731], [-2.24429, 1.95025, 5.58974], [-0.28342, 3.31039, 4.85464], [0.73426, 2.86204, 2.65112], [0.47649, -3.13927, 0.09344], [0.49144, -5.59321, 0.46318], [-1.53147, -6.91991, -0.01533], [-3.57910, -5.83076, -0.85497], [-3.61316, -3.37890, -1.22594], [-3.00790, 2.67255, -4.05147], [-2.61280, 2.86411, -2.78916], [-1.65374, 2.02268, -2.17019], [-1.29485, 2.23451, -0.91344], [-1.83131, 3.26029, -0.22914], [-2.75655, 4.07297, -0.86080], [-3.14557, 3.88279, -2.10854], [-2.67189, 1.91063, -4.61226], [-3.69015, 3.30029, -4.44673], [-1.20454, 1.19237, -2.69759], [-1.51964, 3.42114, 0.79175], [-3.19979, 4.90902, -0.33289], [3.64327, -1.34441, 0.61136], [3.88388, -1.51773, -0.85017], [5.32696, -1.28535, -1.18160], [2.91279, -0.71497, -1.69975], [2.97790, 0.77009, -1.46146], [3.97493, 1.50984, -2.07226], [4.07916, 2.89162, -1.88755], [3.15524, 3.56126, -1.10412], [2.11387, 2.84866, -0.52910], [1.99366, 1.45036, -0.69975], [4.28441, -2.03132, 1.15802], [2.59704, -1.55399, 0.82521], [3.88467, -0.31916, 0.87975], [3.69678, -2.49579, -1.07772], [5.59930, -0.27936, -0.87719], [5.47145, -1.41881, -2.25071], [5.92354, -2.01029, -0.63356], [1.91878, -1.10894, -1.48985], [3.16232, -0.95501, -2.73323], [4.68505, 1.02176, -2.72866], [4.87751, 3.43662, -2.37337], [3.22301, 4.63108, -0.96177], [1.36815, 3.41011, 0.02878]]
}

***

{
  "formula": "C3H4O",
  "method": "ωB97M-V/def2-TZVPD",
  "de_lowest_ev": 0.7758,
  "smiles": "C=CC=O",
  "max_force_ev_per_a": 3.4,
  "gap_ev": 10.3,
  "homo_ev": -9.99,
  "total_charge": 0,
  "elements": ["C", "C", "C", "O", "H", "H", "H", "H"],
  "positions_angstrom": [[-0.34893, -0.44982, -0.14924], [1.07764, -0.57180, 0.07385], [-0.81983, 0.77326, 0.02969], [1.69851, 0.42162, -0.14186], [-1.07568, -1.32479, -0.40421], [1.34612, -1.61803, 0.41814], [-1.76595, 1.14188, -0.18337], [-0.11187, 1.62769, 0.35699]]
}

***

{
  "formula": "C4H9N2O4S3",
  "method": "ωB97M-V/def2-TZVPD",
  "de_lowest_ev": 0.0000,
  "smiles": "[NH3+]CC(=O)N(S)[C@](O)(S)C(=O)OS",
  "max_force_ev_per_a": 3.9,
  "gap_ev": 8.7,
  "homo_ev": -12.19,
  "total_charge": 1,
  "elements": ["C", "C", "C", "C", "N", "N", "O", "O", "O", "O", "S", "S", "S", "H", "H", "H", "H", "H", "H", "H", "H", "H"],
  "positions_angstrom": [[-0.36259, -0.03340, 0.24349], [2.47053, -0.14448, 0.52962], [-1.79515, 0.33409, -0.19166], [1.64358, -1.28697, -0.09278], [0.33892, -0.86596, -0.52931], [-2.26421, 1.22991, 0.88614], [0.04390, 0.46315, 1.28253], [3.06172, -0.20984, 1.55481], [2.36697, -1.91023, -1.02971], [2.45369, 0.86349, -0.33646], [1.27877, -2.74287, 1.53487], [-0.34928, -1.57637, -1.94735], [3.32723, 2.28690, 0.04931], [-1.77849, 0.82869, -1.16271], [-2.40509, -0.56728, -0.26594], [-2.44474, 2.18961, 0.57865], [-1.38339, 1.22112, 1.53193], [-3.07742, 0.87653, 1.39549], [1.97673, -2.75798, -1.29803], [2.20954, -2.22044, 2.32012], [0.56439, -1.09064, -2.80284], [4.44766, 1.92963, -0.60102]]
}

***

{
  "formula": "C10H7F5O8PdS2",
  "method": "ωB97M-V/def2-TZVPD",
  "de_lowest_ev": 1.1189,
  "max_force_ev_per_a": 1.1,
  "gap_ev": 7.3,
  "homo_ev": -10.42,
  "total_charge": 0,
  "elements": ["Pd", "O", "S", "O", "O", "C", "C", "C", "C", "C", "C", "S", "O", "O", "O", "H", "H", "H", "H", "C", "C", "O", "O", "H", "H", "H", "F", "C", "F", "C", "F", "F", "F"],
  "positions_angstrom": [[0.02222, -0.21056, -1.24464], [2.99352, 2.05372, 0.52669], [2.59959, 0.70991, 0.24707], [3.58069, -0.29061, 0.02086], [1.61552, 0.86334, -0.98086], [1.54470, 0.18518, 1.60356], [1.46600, 1.09081, 2.65477], [0.71808, 0.80569, 3.78555], [0.01767, -0.38531, 3.86642], [0.06887, -1.28172, 2.81148], [0.82905, -1.00538, 1.68535], [0.64951, -2.25096, 0.40613], [-0.76575, -2.10489, 0.03804], [1.12171, -3.49723, 0.89456], [1.39408, -1.75377, -0.83120], [2.01541, 2.01695, 2.57123], [0.68669, 1.51755, 4.59844], [-0.57073, -0.62038, 4.74237], [-0.48433, -2.21049, 2.85686], [-3.39343, 1.45622, -0.19389], [-2.18755, 0.81078, -0.78084], [-2.23232, -0.18287, -1.54114], [-1.00970, 1.26601, -0.48867], [-4.24230, 1.31619, -0.85690], [-3.20853, 2.51113, -0.00719], [-3.60922, 0.96412, 0.75580], [-0.87262, 1.26729, -3.41503], [0.12644, 0.43101, -3.19567], [1.26011, 1.02304, -3.47952], [-0.00971, -0.85752, -4.06136], [-1.08832, -1.55484, -3.73835], [1.07212, -1.60727, -3.91381], [-0.10748, -0.47516, -5.33611]]
}

***

{
  "formula": "C3H9NO2S",
  "method": "ωB97M-V/def2-TZVPD",
  "de_lowest_ev": 6.8834,
  "max_force_ev_per_a": 4.7,
  "gap_ev": 9.0,
  "homo_ev": -9.17,
  "total_charge": 0,
  "elements": ["C", "C", "C", "N", "O", "O", "S", "H", "H", "H", "H", "H", "H", "H", "H", "H"],
  "positions_angstrom": [[-0.24280, 2.20757, -0.57505], [1.37317, -1.10834, -0.54242], [0.19160, -1.20279, 0.40446], [-2.22365, -0.43980, 1.19313], [-1.56054, -0.30765, -1.35219], [2.21836, -0.03555, -0.38172], [-1.02742, 0.06661, 0.00726], [-1.18345, 2.38212, -1.15597], [-0.48242, 2.76065, 0.35540], [1.87139, -2.18681, -0.43220], [1.01365, -1.06195, -1.64292], [0.46852, -1.01819, 1.39498], [-0.42020, -2.18054, 0.36424], [-2.77068, 0.08611, 1.76276], [-2.77853, -1.13485, 0.71598], [1.92131, 0.86871, -0.70472]]
}

***

{
  "formula": "C39H42BCrN15O3",
  "method": "ωB97M-V/def2-TZVPD",
  "de_lowest_ev": 12.0567,
  "max_force_ev_per_a": 5.7,
  "gap_ev": [3.0, 2.9],
  "s2": 6.0122,
  "multiplicity": 5,
  "homo_ev": [-3.77, -3.77],
  "total_charge": 0,
  "elements": ["Cr", "C", "C", "C", "C", "C", "N", "N", "B", "N", "N", "C", "C", "C", "C", "C", "N", "N", "C", "C", "C", "C", "C", "H", "H", "H", "H", "H", "H", "H", "H", "H", "H", "H", "H", "H", "H", "H", "H", "H", "H", "H", "H", "H", "H", "C", "N", "C", "N", "C", "N", "C", "C", "C", "C", "C", "C", "C", "N", "N", "C", "O", "C", "C", "C", "C", "C", "C", "N", "C", "N", "C", "N", "C", "H", "H", "H", "H", "H", "H", "H", "H", "H", "H", "H", "H", "H", "H", "H", "H", "O", "C", "C", "C", "C", "O", "N", "H", "H", "H", "H"],
  "positions_angstrom": [[0.04024, -0.31779, 1.57992], [-2.34324, 0.98007, 4.37339], [-1.55482, -0.29398, 4.41095], [-1.92004, -1.50874, 4.92881], [-0.71360, -2.22009, 5.22093], [-0.55160, -2.04435, 6.72737], [0.29181, -1.48283, 4.39861], [-0.27640, -0.36752, 3.88234], [1.65620, -1.91144, 4.32606], [2.53152, -1.57043, 3.20801], [2.16773, -0.70017, 2.08716], [3.10093, -0.84262, 1.12297], [3.06051, 0.09908, -0.03552], [4.09752, -1.74676, 1.54085], [3.76071, -2.12935, 2.85247], [4.58654, -2.90532, 3.83008], [4.03172, -1.19965, -5.80841], [2.71823, -0.92586, -6.26503], [1.87570, -1.64878, -5.58201], [0.42425, -1.53200, -5.88311], [2.59260, -2.29498, -4.56376], [3.95865, -1.99997, -4.69758], [4.99164, -2.81406, -3.90214], [-2.96832, 1.16800, 5.26109], [-1.60523, 1.75883, 4.26821], [-3.07274, 0.91412, 3.53537], [-2.91229, -1.89814, 5.20534], [-1.35151, -2.48727, 7.31710], [0.43433, -2.49239, 7.02827], [-0.51374, -0.95756, 7.04392], [2.03235, -2.64381, 5.21409], [2.21308, -0.19362, -0.68114], [2.96429, 1.14073, 0.35407], [3.99811, 0.10831, -0.63344], [4.92909, -2.05099, 0.92254], [4.99447, -3.82238, 3.33965], [5.44225, -2.27157, 4.20837], [3.95436, -3.15612, 4.66145], [-0.19911, -1.56393, -4.96311], [0.19970, -0.60998, -6.39434], [0.13607, -2.34167, -6.51260], [2.22356, -2.75624, -3.63701], [5.84400, -2.95317, -4.54444], [5.38873, -2.28355, -3.01318], [4.54375, -3.76830, -3.59804], [-5.09612, 1.50363, 0.10782], [-3.87100, 0.72089, 0.48208], [-2.60816, 1.06574, 0.79345], [-1.79827, 0.02899, 0.56889], [-2.63176, -1.01837, 0.33066], [-3.88274, -0.69141, 0.26583], [-5.35154, 1.56635, -1.38902], [-6.28383, 0.73237, -2.03481], [-6.35195, 0.75852, -3.42478], [-5.33846, 1.36135, -4.20684], [-4.43450, 2.23869, -3.56248], [-4.54625, 2.38504, -2.14525], [-3.19409, 2.66313, -4.20157], [-2.82844, 2.62426, -5.41844], [-1.43159, 2.98381, -5.45064], [-1.07884, 3.15291, -4.23291], [-2.16749, 3.02668, -3.29571], [0.15738, 3.60732, -3.73175], [1.34192, 3.84904, -4.45267], [2.45669, 4.38991, -3.79660], [2.35409, 4.74077, -2.45126], [1.21051, 4.56252, -1.75179], [1.08607, 4.86356, -0.26163], [1.08555, 3.56146, 0.41615], [0.23173, 2.55136, 0.40388], [0.38926, 1.78169, 1.51569], [1.40087, 2.44256, 2.19296], [1.87626, 3.46492, 1.54522], [0.10536, 4.06159, -2.40414], [-4.90517, 2.54386, 0.46387], [-5.90077, 1.15393, 0.72086], [-2.27062, 2.09280, 1.05870], [-2.30591, -2.04548, 0.19929], [-6.97723, 0.16492, -1.46993], [-7.18075, 0.23340, -3.88078], [-5.25543, 1.28105, -5.27621], [-3.91218, 3.08498, -1.58337], [1.42291, 3.51961, -5.46569], [3.44822, 4.64361, -4.19847], [3.24827, 5.14168, -1.98344], [0.12107, 5.43615, -0.08738], [1.99866, 5.35372, 0.16733], [-0.47100, 2.33101, -0.38714], [1.85027, 2.13451, 3.14619], [-0.79389, 3.96305, -1.79100], [-2.04159, -4.26823, 5.51328], [-1.02004, -3.93338, 4.98608], [0.00063, -4.81531, 4.19906], [-0.07951, -4.73482, 2.63988], [0.00600, -3.43233, 2.02306], [4.91678, -0.95936, -6.59944], [-0.20486, -2.41021, 1.48866], [-0.27223, -5.80541, 4.54291], [1.01963, -4.63203, 4.52136], [-1.06503, -5.07438, 2.35349], [0.62108, -5.40828, 2.15393]]
}